[1]
{
  "formula": "C51H28I4N4O2SV",
  "method": "wB97M-V/def2-TZVPD",
  "spin_multiplicity": 4,
  "charge": -2,
  "energy_ev": -132322.7449,
  "homo_lumo_gap_ev": [3.635, 5.095],
  "symbols": ["V", "I", "C", "C", "C", "C", "C", "C", "C", "C", "C", "C", "C", "C", "C", "C", "C", "C", "I", "C", "C", "C", "N", "C", "C", "C", "C", "C", "C", "I", "C", "C", "C", "C", "C", "C", "N", "C", "C", "C", "C", "C", "N", "C", "C", "C", "C", "I", "C", "C", "C", "C", "N", "H", "H", "H", "H", "H", "H", "H", "H", "H", "H", "H", "H", "H", "H", "H", "H", "H", "H", "H", "H", "H", "H", "H", "H", "O", "C", "O", "C", "C", "C", "C", "C", "C", "S", "H", "H", "H", "H"],
  "xyz": [[0.0243, 0.2572, -0.0212], [3.8375, -5.7564, 6.7681], [3.0839, -4.7536, 5.0926], [3.5849, -4.6832, 3.7785], [3.0795, -3.7296, 2.8901], [1.8128, -3.1433, 3.0928], [1.2022, -3.4285, 4.3182], [1.7485, -4.2625, 5.2598], [1.2315, -2.0655, 2.1924], [1.4723, -0.6812, 2.3444], [2.5273, -0.1206, 3.0840], [2.2142, 1.1949, 3.3726], [1.0465, 1.4939, 2.5980], [0.4341, 2.7408, 2.4652], [0.6347, 3.8735, 3.4485], [1.9630, 4.2808, 3.7572], [2.1178, 5.3160, 4.6686], [1.0673, 5.9203, 5.3828], [1.3058, 7.8162, 6.2689], [-0.2388, 5.4904, 5.0467], [-0.4385, 4.4434, 4.1186], [-0.2143, 3.0697, 1.2228], [-0.4866, 2.2059, 0.0935], [-1.0427, 2.9857, -0.8873], [-1.5510, 2.5954, -2.1604], [-2.1734, 3.4798, -3.2106], [-1.6238, 3.4990, -4.4806], [-2.2216, 4.2398, -5.5222], [-3.2583, 5.0939, -5.1723], [-3.8036, 6.7195, -6.4613], [-3.8251, 5.0771, -3.9044], [-3.3716, 4.1753, -2.9395], [-1.4818, 1.1754, -2.4337], [-1.8035, 0.5163, -3.6525], [-2.0775, -0.8097, -3.4338], [-1.8268, -1.0443, -2.0391], [-1.3120, 0.1717, -1.4492], [-2.1460, -2.1899, -1.3001], [-1.6067, -2.3932, -0.0113], [-1.9803, -3.3121, 1.0366], [-0.9492, -3.4007, 1.9363], [0.0152, -2.3981, 1.5153], [-0.4141, -1.7745, 0.3329], [-3.0518, -3.2876, -1.7872], [-4.3169, -2.9651, -2.3196], [-5.1756, -3.9702, -2.6621], [-4.8353, -5.2859, -2.2978], [-6.1529, -6.7882, -3.1398], [-3.5884, -5.5959, -1.8167], [-2.6668, -4.6264, -1.5714], [-0.9858, 4.3974, -0.4716], [-0.5151, 4.4282, 0.8512], [0.5549, 0.3220, 1.9209], [4.5442, -5.1289, 3.5452], [3.6295, -3.3467, 2.0481], [0.2443, -2.9707, 4.4735], [1.2066, -4.4179, 6.2368], [3.3531, -0.7189, 3.4517], [2.8733, 1.8864, 3.8659], [2.8329, 3.8480, 3.2298], [3.1059, 5.7344, 4.8746], [-1.0317, 6.1086, 5.5157], [-1.4366, 4.0135, 3.9067], [-0.7875, 2.8000, -4.7509], [-1.7151, 4.3946, -6.4804], [-4.6708, 5.7321, -3.6513], [-3.8924, 4.1360, -1.9651], [-2.0615, 0.9836, -4.5720], [-2.6579, -1.5296, -4.0762], [-2.8630, -3.9401, 1.0279], [-0.7812, -4.2678, 2.6565], [-4.5942, -1.8950, -2.3149], [-6.2314, -3.7936, -3.0151], [-3.4242, -6.6324, -1.4463], [-1.6386, -4.7543, -1.2377], [-1.2989, 5.2591, -1.0596], [-0.2537, 5.2901, 1.3825], [4.2714, -1.9142, 0.4396], [3.5959, -2.5469, -0.3945], [2.6984, -3.4093, -0.2973], [3.7188, -2.0624, -1.8237], [4.6669, -2.5365, -2.7362], [4.9794, -1.7432, -3.8368], [4.1269, -0.6969, -4.2642], [3.0116, -0.3606, -3.4528], [2.8956, -0.9028, -2.1586], [2.0329, -0.0162, -0.9709], [5.1935, -3.4737, -2.5645], [5.8553, -1.9881, -4.4003], [4.3567, -0.0912, -5.1332], [2.3233, 0.4385, -3.7637]],
  "forces_ev_per_a": [[0.293, -1.219, 0.097], [0.329, -0.146, -0.380], [-2.757, -0.261, -1.411], [1.286, 0.940, 1.481], [-1.476, 0.245, -0.135], [1.615, 0.812, 0.380], [-0.646, -0.036, -0.973], [1.066, -0.049, 1.824], [-0.666, 0.914, 0.484], [-1.148, -1.341, -0.961], [0.199, 0.917, 1.495], [0.448, -1.630, -0.915], [-1.131, -0.568, -0.272], [-0.121, 0.162, -1.648], [1.507, -1.358, -0.232], [-1.007, 0.462, -0.054], [1.041, 0.699, 0.974], [-1.059, -0.894, -2.273], [0.089, -0.480, 0.117], [0.319, 0.761, 0.558], [-0.456, 0.324, 0.551], [-0.391, 0.425, -0.699], [-0.053, 1.596, 1.442], [-0.132, 2.538, 0.081], [0.905, -2.364, 0.291], [0.111, -1.018, 1.761], [0.044, -0.697, -1.737], [0.789, 0.928, 0.673], [-0.005, 0.546, -0.087], [0.075, -0.646, 0.234], [-0.853, -0.197, 0.386], [0.601, 0.822, -0.311], [0.038, -0.568, 1.138], [-1.145, -0.683, -0.597], [-0.939, -0.294, 0.653], [0.260, 0.532, 0.209], [-1.567, -0.197, -2.396], [0.019, 0.127, 0.039], [0.546, 0.143, 1.043], [-0.047, -0.398, -1.136], [0.977, -0.564, -0.079], [-0.930, -0.379, -1.506], [-0.071, -0.916, 2.611], [0.287, 0.840, -0.061], [0.994, 0.947, 0.734], [-2.057, -1.040, 0.356], [-0.862, 0.565, -1.918], [0.587, 0.420, 0.719], [-0.376, -2.687, 1.114], [0.407, 2.215, -0.293], [-0.059, -0.882, 1.187], [-0.541, -2.091, -2.389], [2.468, 0.945, 1.772], [0.064, -0.015, 0.036], [0.285, -0.478, -0.548], [-0.398, 0.061, 0.366], [0.726, 0.213, -1.167], [0.010, 0.247, -0.119], [-0.235, 0.026, 0.269], [-0.737, 0.436, 0.364], [-0.053, -0.340, -0.236], [0.090, -1.009, -0.506], [0.605, 0.643, 0.170], [-0.680, 1.062, 0.584], [-0.310, -0.497, 0.270], [0.430, -0.278, -0.268], [0.630, -0.144, -0.610], [0.041, 0.446, -0.478], [1.171, 0.913, 0.519], [0.074, 0.064, -0.063], [-0.358, 1.759, -0.802], [0.098, -0.756, -0.381], [1.426, 0.029, 0.210], [0.185, 0.709, -0.755], [-0.400, -0.499, 0.153], [0.118, -0.354, 0.056], [0.099, 0.994, 0.872], [0.171, -0.688, 0.486], [-0.968, 0.274, -1.035], [0.313, -0.556, 1.041], [-0.379, 1.807, -0.519], [-0.553, 0.833, 0.325], [-1.139, 0.350, -0.732], [-0.235, -0.597, 1.446], [0.841, 0.041, -0.154], [1.524, -2.014, -1.394], [-0.108, 1.382, 0.756], [0.135, 0.337, 0.270], [0.361, -0.122, -0.502], [-0.035, -0.192, -0.089], [0.385, -0.312, 0.223]]
}

[2]
{
  "formula": "ClH3NO2P",
  "method": "wB97M-V/def2-TZVPD",
  "spin_multiplicity": 1,
  "charge": 0,
  "e_above_lowest_kcal_mol": 0.0,
  "energy_ev": -27446.8471,
  "smiles": "NP(=O)=O.Cl",
  "homo_lumo_gap_ev": 11.004,
  "symbols": ["N", "P", "O", "O", "H", "H", "Cl", "H"],
  "xyz": [[1.4498, 0.5238, -0.3779], [0.3995, 0.4491, 0.9210], [-1.0123, 0.1948, 0.5828], [1.0104, 0.7939, 2.2027], [1.2329, -0.0056, -1.1890], [2.3903, 0.6762, -0.0274], [-3.2414, -1.5665, -1.3705], [-2.2291, -1.0659, -0.7418]],
  "forces_ev_per_a": [[-0.991, 0.353, 2.810], [-0.422, 0.501, -0.762], [1.182, -0.179, -0.050], [-0.017, -0.209, -0.628], [0.195, -0.261, -0.700], [0.036, -0.297, -0.759], [0.241, 0.053, 0.073], [-0.224, 0.039, 0.016]]
}